20
Properties=species:S:1:pos:R:3:forces:R:3:lowdin_spin:R:1 method="wB97M-V/def2-TZVPD" orbital_gap_ev="2.41 / 9.03" e_tot_ha=-365.37678 total_charge=-1 s_squared=0.7503 spin_multiplicity=2
C -0.5285 -0.2682 -1.6406 0.99 -0.65 -0.41 0.025
N -1.2949 0.9645 -1.4600 -0.39 0.34 -0.14 0.002
C -0.9614 1.5279 -0.1531 -0.68 -0.48 0.77 0.019
C 0.4779 1.1120 0.0579 0.67 0.00 -1.04 0.062
C 0.4499 -0.3327 -0.4669 -0.03 -0.03 1.06 0.106
H -1.0742 -1.2180 -1.7100 -0.47 0.37 0.16 0.005
H 0.0501 -0.2154 -2.5745 -0.11 0.13 0.05 0.008
H -2.2949 0.8609 -1.5929 0.25 -0.13 0.08 0.002
H -1.2005 2.5866 -0.0488 0.32 0.23 -0.46 0.004
H -1.5899 1.0635 0.6297 0.13 -0.03 0.08 0.004
H 0.8861 1.2001 1.0609 -0.16 -0.01 0.12 0.033
H 1.1266 1.6812 -0.6331 -0.23 0.05 0.35 0.020
H 1.4350 -0.7538 -0.6584 0.04 0.24 -0.39 0.053
H 0.0911 -0.9771 0.3469 -0.22 0.03 -0.23 0.021
H -2.2956 -1.8279 2.3412 -0.14 -0.14 -0.26 0.008
H -1.6629 -0.7538 1.5262 0.02 0.01 -0.34 0.009
O -2.3323 -1.4471 1.4513 0.09 0.05 0.60 0.039
H 3.4941 -1.4376 0.4758 0.07 0.04 0.09 0.122
H 4.0020 -0.6387 1.6849 0.05 -0.04 -0.06 0.111
O 3.2224 -1.1264 1.3633 -0.19 0.03 -0.02 0.348

=====

70
Properties=species:S:1:pos:R:3:forces:R:3:mulliken_charge:R:1 method="wB97M-V/def2-TZVPD" orbital_gap_ev=7.46 e_tot_ha=-3763.51804 spin_multiplicity=1
Mg 0.6250 -2.6988 1.3457 -1.32 0.69 -0.39 1.029
Mg 1.5489 0.6338 0.5686 -0.93 0.38 0.46 1.349
N -0.4640 2.9212 -0.1970 -1.01 2.97 -0.46 0.405
O 0.0473 1.9978 0.4290 -0.58 -1.42 1.13 0.148
O -1.4925 3.5103 0.1907 -0.57 -1.13 1.13 -0.625
O 0.0776 3.3997 -1.1708 1.61 -0.18 -1.98 -0.644
N 3.3342 -1.5338 1.3695 4.21 5.12 -2.24 1.027
O 2.4170 -2.1355 1.7379 -6.62 -6.84 3.24 -0.788
O 4.3250 -2.0165 0.9292 1.98 -1.47 -0.60 -0.666
O 3.1857 -0.3073 1.4365 1.17 2.07 -0.51 -0.684
C 0.3773 -1.2351 -0.6260 5.96 1.36 2.71 0.968
O 1.2013 -0.3836 -1.0259 1.67 1.64 -8.81 -0.414
O 0.4018 -2.4366 -0.5168 -0.88 -10.98 -8.62 -1.160
O 0.2863 -0.9472 0.5419 -5.97 6.80 13.44 0.195
C 3.0823 -2.6939 -2.4725 0.75 -0.52 1.27 -0.197
C 2.6090 -2.4499 -3.8153 -0.65 0.18 -1.30 0.339
N 2.1613 -2.2747 -4.8711 0.67 -0.17 1.30 -0.493
H 3.1389 -1.8044 -1.8451 -0.47 0.17 -0.26 -0.171
H 4.0778 -3.1278 -2.3786 0.22 0.07 -0.78 0.430
H 2.4780 -3.4351 -1.9495 -0.51 0.29 -0.18 0.130
C -2.2522 -0.2292 1.8925 0.04 -0.30 -0.94 0.143
S -3.7380 0.2665 2.7651 0.91 1.92 -0.22 0.451
O -3.2741 0.4059 4.1750 -0.38 -0.11 0.43 -0.656
C -3.8357 1.9934 2.0592 -0.01 -0.10 -0.49 -0.912
H -2.4199 -1.2485 1.5449 0.25 0.00 0.01 -0.189
H -1.3631 -0.1933 2.5221 -0.32 0.08 0.31 0.043
H -2.0228 0.4060 1.0369 -0.16 0.01 -0.02 -0.092
H -4.6536 2.5444 2.5236 -0.06 -0.28 0.00 0.424
H -3.9437 1.9732 0.9748 -0.79 -0.59 -0.14 0.344
H -2.9485 2.6259 2.0288 0.58 -0.43 1.02 0.192
C -3.1168 -5.2456 2.5762 -0.41 0.66 -1.24 -1.049
S -2.1162 -4.7255 1.0398 -0.33 0.14 0.32 0.462
O -1.3177 -3.4735 1.4030 0.24 -0.67 0.74 -0.127
C -3.4066 -4.0975 -0.1240 -0.16 -1.37 1.74 -0.905
H -2.4173 -5.5837 3.3406 -0.04 0.22 -0.18 0.333
H -3.8272 -6.0297 2.3139 0.56 -0.49 -0.41 0.429
H -3.8198 -4.4799 2.9042 0.65 0.59 0.19 0.346
H -4.2134 -4.7983 0.0908 -0.32 0.00 -0.20 0.468
H -3.1144 -4.2753 -1.1589 0.31 0.69 0.24 0.325
H -3.7219 -3.1269 0.2590 0.28 0.18 -0.63 0.234
C 3.4911 4.1115 -1.5966 -1.20 -0.39 -0.95 -0.966
S 3.6535 2.3226 -1.1498 0.73 0.16 0.55 0.379
O 2.6873 2.0415 -0.0255 0.76 0.89 -0.79 -0.588
C 3.1061 1.5810 -2.7173 -0.37 0.86 -0.21 -0.586
H 3.3701 4.8922 -0.8455 0.63 -0.77 0.79 0.353
H 2.5321 4.2046 -2.1061 -0.03 -0.18 -0.36 0.268
H 4.3000 4.3686 -2.2805 0.04 -0.17 0.09 0.391
H 2.2075 2.0930 -3.0616 0.07 0.13 -0.07 0.245
H 2.8801 0.5157 -2.7621 0.24 0.01 0.89 -0.089
H 3.9639 1.7758 -3.3610 -0.09 0.12 -0.22 0.519
C -0.1334 3.0262 3.4539 1.41 -0.80 0.52 -0.576
S 1.3449 1.8433 3.6439 -0.49 1.88 -2.35 0.130
O 1.1762 0.8988 2.4629 -0.15 0.34 2.25 -0.667
C 2.6136 3.0612 3.0394 0.03 -0.75 1.17 -0.815
H -0.0360 3.6146 2.5416 -0.18 -0.62 -0.23 0.184
H -0.1332 3.7413 4.2765 -0.13 -0.36 0.32 0.506
H -0.9321 2.2856 3.4945 -0.37 0.56 -0.16 -0.017
H 3.5627 2.5261 3.0724 -0.03 -0.09 -0.34 0.326
H 2.6998 3.8314 3.8058 -0.24 0.23 -0.11 0.485
H 2.3971 3.4490 2.0440 -0.24 -0.23 0.17 0.093
C -0.4909 -0.2184 -3.8303 -0.48 -0.52 -1.23 -0.406
C -1.9467 0.1590 -3.8236 -0.04 2.02 -1.35 0.521
O -2.4172 0.9254 -4.6843 0.63 -1.94 1.98 -0.628
C -2.7099 -0.3506 -2.6265 -0.09 -0.27 -0.87 -0.530
H -0.2093 -0.5072 -4.8429 0.10 0.44 -0.22 0.470
H -0.3037 -1.1381 -3.2759 0.33 0.59 0.58 0.045
H 0.0269 0.7002 -3.5545 0.44 -0.42 0.38 -0.014
H -2.7399 0.3975 -1.8343 -0.27 0.11 -0.13 0.059
H -2.1787 -1.2258 -2.2526 -0.29 -0.08 0.15 0.051
H -3.6773 -0.6173 -3.0520 -0.34 0.07 0.70 0.417

=====

9
Properties=species:S:1:pos:R:3:forces:R:3:mulliken_charge:R:1 method="wB97M-V/def2-TZVPD" orbital_gap_ev=10.66 smiles="[H]/N=C/NC=O" e_tot_ha=-263.35087 spin_multiplicity=1
H 2.4982 -0.8902 1.1886 -0.75 1.08 -0.68 0.238
N 1.6919 -0.2704 0.9349 0.00 -0.87 -0.23 -0.642
C 1.1551 -0.6640 -0.1598 2.03 -1.55 0.80 0.110
N -0.0461 -0.2773 -0.6528 -2.28 0.27 -0.60 -0.188
C -0.8993 0.6011 0.0866 1.43 -0.32 -0.18 0.012
O -2.0411 0.7946 -0.1839 -0.69 -0.08 -0.31 -0.468
H 1.6233 -1.4495 -0.7948 -0.30 0.39 0.32 0.299
H -0.4869 -0.9147 -1.3740 0.68 1.44 1.24 0.282
H -0.3618 1.1087 0.9160 -0.12 -0.35 -0.36 0.357

=====

24
Properties=species:S:1:pos:R:3:forces:R:3:mulliken_charge:R:1 method="wB97M-V/def2-TZVPD" orbital_gap_ev=9.81 smiles=NCCCCN.O.O e_tot_ha=-421.93024 spin_multiplicity=1
N -2.3076 -1.5142 -1.2894 1.38 -0.69 -0.21 -0.674
C -2.0009 -0.4347 -0.3003 4.51 -0.75 -2.44 -0.545
C -1.3679 0.7529 -1.0783 -1.22 0.95 -1.22 -0.484
C 0.0180 0.7064 -1.7727 -0.19 -0.48 -0.83 -0.543
C 1.1399 0.0144 -0.9996 0.49 -1.79 -0.37 -0.423
N 1.7862 0.7726 0.0956 -0.61 2.67 -0.53 -0.514
H -1.4682 -1.8124 -1.8745 -1.29 0.66 1.33 0.262
H -2.9515 -1.1276 -1.9762 0.01 -0.05 0.19 0.291
H -1.2867 -0.6919 0.5303 -0.98 -0.43 -0.83 0.166
H -2.8882 -0.1369 0.0847 -2.67 0.97 1.40 0.421
H -2.0767 0.8793 -1.9650 0.63 0.32 1.14 0.274
H -1.4139 1.6881 -0.5158 -0.17 -0.08 0.29 0.339
H 0.3128 1.7573 -2.0564 -0.23 -0.95 0.35 0.249
H -0.1357 0.1787 -2.7620 0.42 0.36 0.98 0.300
H 0.7566 -1.0109 -0.6239 0.48 1.64 -0.19 0.208
H 1.9797 -0.3065 -1.7021 -1.00 0.63 0.75 0.313
H 2.2186 1.6643 -0.3867 -0.93 -2.28 1.49 0.316
H 1.0690 1.1503 0.8039 1.27 -0.90 -1.81 0.010
O 2.3375 -0.8986 2.3099 1.17 -1.34 -0.76 -0.735
H 2.1023 -0.5441 1.3731 1.60 -0.80 1.55 0.462
H 3.1155 -1.5898 2.3472 -2.58 2.28 -0.75 0.292
O -0.1980 0.5827 2.3333 -0.89 -1.79 -0.04 -0.631
H 0.4601 -0.1242 2.5950 -0.16 2.05 -0.18 0.369
H 0.0066 1.5106 2.2444 0.95 -0.20 0.71 0.276

=====

16
Properties=species:S:1:pos:R:3:forces:R:3:lowdin_spin:R:1 method="wB97M-V/def2-TZVPD" orbital_gap_ev="8.25 / 8.04" e_tot_ha=-549.23626 total_charge=+3 s_squared=0.7546 spin_multiplicity=2
H 0.4088 -0.6661 -0.5629 -0.51 0.28 0.03 0.000
C 0.6596 0.6054 1.1427 -2.11 0.44 0.45 0.003
H 0.4539 -0.1707 1.8921 0.60 -0.01 -0.24 0.000
H 0.6718 1.6330 1.5329 0.50 -0.23 -0.20 0.001
C 0.4394 0.3654 -0.2022 1.18 -0.07 0.03 0.001
H 0.5741 1.1781 -0.9207 -0.38 -0.15 0.11 0.000
H -0.5742 0.6281 0.5431 0.06 -0.09 -0.29 0.000
O 3.4483 0.4525 2.4149 0.45 0.89 -0.27 0.835
C 4.3210 0.1612 1.4911 -2.72 -0.90 -0.48 0.036
O 5.2691 -0.5581 1.8262 0.33 0.61 -1.74 0.059
Cd 6.3730 -1.3174 3.1552 2.11 -1.29 2.40 -0.002
O 3.9244 0.3560 0.2966 -0.14 0.92 1.27 0.055
C 4.3150 -0.5835 -0.7418 0.64 -0.64 -1.01 0.009
H 5.4024 -0.5379 -0.8567 -0.33 0.04 -0.25 0.002
H 3.9928 -1.5921 -0.4654 0.00 0.20 0.08 0.001
H 3.7773 -0.2475 -1.6289 0.32 0.00 0.11 0.001

=====

76
Properties=species:S:1:pos:R:3:forces:R:3:mulliken_charge:R:1 method="wB97M-V/def2-TZVPD" orbital_gap_ev="6.83 / 6.83" e_tot_ha=-1947.96466 total_charge=+2 spin_multiplicity=1
Ir 0.6041 -0.4433 0.0456 -0.82 0.61 0.30 0.878
C -0.9826 2.1565 -3.1343 0.02 -0.02 0.04 -1.142
C -0.1068 1.5613 -2.2156 0.17 0.17 -0.09 0.694
N -0.4326 0.5464 -1.4476 -0.34 -0.43 0.08 -0.027
C -1.7238 0.0614 -1.5174 -0.13 0.13 -0.08 -0.067
C -2.6700 0.6220 -2.3912 -0.02 0.11 -0.08 0.819
C -2.2597 1.6852 -3.2272 0.05 -0.07 0.05 -0.517
C -4.0006 0.1426 -2.3744 -0.04 0.01 -0.04 -0.872
C -4.3564 -0.8219 -1.4814 -0.01 -0.01 0.02 -1.119
C -3.4109 -1.3800 -0.5959 -0.11 -0.05 -0.01 -0.740
C -2.0988 -0.9836 -0.6291 0.03 -0.15 0.18 0.578
N -1.0505 -1.4486 0.1709 0.52 0.02 0.22 0.464
C -1.0309 -2.5298 1.0583 0.13 0.22 -0.03 0.119
C -1.8970 -3.5895 1.1397 -0.09 -0.10 0.03 -0.608
C -1.7453 -4.5674 2.1513 0.00 0.00 -0.02 -1.226
C -0.7455 -4.4942 3.0745 0.00 -0.01 0.00 -0.953
C 0.2029 -3.4442 2.9905 0.06 -0.05 0.09 1.110
C 1.2706 -3.2830 3.9045 -0.03 0.07 -0.07 -0.854
C 2.1288 -2.2285 3.7607 -0.02 -0.01 0.03 -0.932
C 1.9609 -1.3566 2.6751 0.12 0.06 0.10 0.283
N 1.0068 -1.5010 1.7898 -0.16 -0.41 -0.41 0.052
C 0.0845 -2.5031 1.9590 -0.27 -0.01 -0.07 0.532
H -0.6318 2.9816 -3.7365 -0.01 0.00 0.00 0.440
H 0.8909 1.9625 -2.1024 -0.02 -0.05 -0.05 0.017
H -2.9675 2.1246 -3.9183 -0.01 0.00 0.01 0.471
H -4.7247 0.5715 -3.0538 0.01 0.01 0.00 0.426
H -5.3806 -1.1659 -1.4335 0.01 0.00 0.00 0.412
H -3.7523 -2.1032 0.1279 0.02 0.04 -0.03 0.607
H -2.7136 -3.6957 0.4423 0.05 -0.01 0.02 0.611
H -2.4625 -5.3764 2.1990 0.00 0.00 -0.01 0.433
H -0.6620 -5.2253 3.8678 0.01 0.00 0.00 0.453
H 1.3815 -3.9819 4.7240 0.00 -0.01 -0.01 0.498
H 2.9315 -2.0512 4.4617 0.00 -0.01 0.00 0.469
H 2.6045 -0.5003 2.5426 0.09 0.00 -0.03 0.120
N 2.4140 0.0228 -0.9072 0.41 -0.10 0.01 -0.661
C 2.9954 1.3278 -0.5156 -0.24 -0.03 0.12 0.734
C 4.5089 1.4659 -0.6393 0.02 0.05 -0.04 -1.355
C 5.4324 0.5655 0.1789 0.08 0.00 -0.01 -0.439
C 5.3793 0.7602 1.6911 0.14 -0.03 0.10 -0.342
N 5.4741 2.1583 2.0908 -0.08 -0.03 -0.06 0.066
C 6.5141 2.7934 2.5981 -0.01 0.04 0.00 0.823
N 6.3734 4.0700 2.9646 0.01 0.02 -0.03 -0.368
N 7.6993 2.2015 2.7625 0.02 -0.02 -0.02 -0.343
C 2.3496 1.7411 0.8179 0.17 -0.04 -0.08 0.448
O 2.8639 2.6120 1.5071 -0.02 -0.04 0.03 -0.824
O 1.2336 1.1588 1.1045 0.15 0.33 -0.11 -0.682
H 3.0172 -0.7807 -0.7408 0.13 0.14 0.02 0.326
H 2.2186 0.0071 -1.9050 0.07 -0.09 0.01 0.455
H 2.5898 2.0588 -1.2186 0.02 0.03 0.04 -0.134
H 4.7387 2.5098 -0.4166 -0.01 0.00 0.00 0.494
H 4.7657 1.3339 -1.6931 -0.02 -0.02 0.00 0.472
H 6.4500 0.7791 -0.1579 0.00 -0.03 -0.03 0.306
H 5.2730 -0.4950 -0.0398 -0.07 0.01 0.03 0.462
H 6.1599 0.1682 2.1707 0.01 0.05 0.01 0.412
H 4.4450 0.3892 2.1045 -0.10 0.00 0.01 -0.422
H 4.5926 2.6633 1.9468 0.00 0.00 0.07 0.323
H 5.4842 4.5332 2.8790 0.00 -0.02 0.03 0.193
H 7.1441 4.6033 3.3275 0.00 0.00 -0.01 0.188
H 7.8681 1.2641 2.4474 -0.01 0.01 -0.01 0.177
H 8.4788 2.7046 3.1499 -0.01 -0.01 0.02 0.205
N 1.5130 -2.7206 -0.9721 0.27 -0.33 -0.29 -0.434
C 1.5295 -3.8824 -1.0100 -0.07 0.03 0.10 0.280
N 1.5434 -5.1860 -1.0524 -0.01 0.02 -0.09 -0.020
C 2.2266 -5.9990 -0.0378 -0.01 0.00 0.00 -0.626
C 1.2061 -6.9190 0.6124 0.02 0.00 0.00 -0.106
O 0.5223 -7.6759 -0.3656 0.01 0.01 0.01 -0.414
C -0.2100 -6.8481 -1.2474 -0.02 0.01 -0.03 -0.330
C 0.7262 -5.9351 -2.0207 0.02 -0.01 0.05 -0.601
H 2.6919 -5.3403 0.6944 -0.01 0.00 0.00 0.435
H 3.0024 -6.5860 -0.5342 0.00 0.00 0.01 0.253
H 0.4916 -6.3214 1.1934 -0.01 0.00 0.01 0.017
H 1.7007 -7.6266 1.2759 0.00 -0.01 -0.01 0.378
H -0.9337 -6.2442 -0.6822 0.00 0.00 -0.01 0.154
H -0.7510 -7.5030 -1.9279 0.01 -0.01 0.01 0.373
H 0.1799 -5.2312 -2.6458 -0.02 0.00 0.01 0.440
H 1.3947 -6.5269 -2.6494 -0.01 0.00 -0.01 0.260